Record 1
Molecular formula: C4H7NO2
Method: DFT, ωB97M-V with the def2-TZVPD basis set

Structure (XYZ):
```
14
Properties=species:S:1:pos:R:3:mulliken_charge:R:1
C 0.26776 1.06300 2.12343 -0.890
C -0.45495 0.70937 0.84270 0.596
N 0.23340 -0.00959 -0.09092 -0.211
O -1.61377 1.03214 0.64833 -0.609
C -0.47733 -0.44967 -1.27754 -0.366
C 0.36738 -1.42771 -2.05626 -0.031
O -0.02844 -2.49747 -2.44274 -0.443
H -0.21690 0.52072 2.94042 0.250
H 1.33596 0.82877 2.12156 0.300
H 0.12678 2.13105 2.30593 0.268
H 1.18431 -0.30197 0.07556 0.247
H -1.42946 -0.91561 -1.00790 0.304
H -0.70394 0.41535 -1.91804 0.240
H 1.40921 -1.09838 -2.26453 0.343
```

Values from the calculation:
structure (SMILES): CC(=O)NCC=O
frontier orbital gap: 0.393 Ha
2S+1: 1

=====

Record 2
Molecular formula: C29H34Cl2N5O6PSV
Method: DFT, ωB97M-V with the def2-TZVPD basis set

Structure (XYZ):
```
79
Properties=species:S:1:pos:R:3:lowdin_spin:R:1
V 0.95943 0.27592 -0.18363 2.650
O 3.10793 -0.03274 -0.29628 0.031
C 3.74451 0.99565 -0.85671 0.010
C 4.64428 0.77017 -1.90559 0.001
C 5.35159 1.80619 -2.48525 0.007
C 5.19011 3.11126 -2.03093 0.001
C 4.30656 3.35063 -0.99481 0.006
C 3.56618 2.32368 -0.40897 0.007
C 2.68700 2.61246 0.72197 0.059
N 1.67179 1.87619 0.96884 -0.010
N 1.00592 2.10373 2.16969 0.008
C 0.28475 1.04259 2.45579 0.005
O 0.18603 -0.00155 1.72554 0.017
C -0.51546 1.07855 3.71426 -0.001
C -0.74353 2.26767 4.40170 0.000
C -1.52172 2.26863 5.54909 0.000
C -2.06892 1.08320 6.02360 0.000
C -1.83524 -0.10569 5.34551 0.000
C -1.06518 -0.10777 4.19180 0.000
H 4.75010 -0.24293 -2.27842 0.000
H 6.02778 1.59677 -3.30520 0.000
H 5.74307 3.92468 -2.48069 0.000
H 4.17184 4.35916 -0.61964 0.000
H 2.93260 3.41897 1.41238 0.002
H -0.30210 3.17991 4.02360 0.000
H -1.70085 3.19670 6.07741 0.000
H -2.67245 1.08613 6.92281 0.000
H -2.25144 -1.03338 5.71910 0.000
H -0.86913 -1.02208 3.64560 0.000
Cl 1.24794 0.18660 -5.25431 0.005
C 0.09588 1.02841 -4.26452 0.014
C -0.90185 1.78954 -4.88068 -0.004
C -1.82362 2.48027 -4.14006 0.016
Cl -3.04212 3.42994 -4.94881 0.003
C -1.80596 2.41189 -2.72913 0.000
C -2.73131 3.04917 -1.87299 0.045
C -2.65451 2.83671 -0.52472 -0.003
C -1.65970 1.98932 -0.00930 0.054
N -0.75812 1.40903 -0.77545 0.006
C -0.80797 1.61832 -2.12367 0.013
C 0.22149 0.94013 -2.87624 0.002
O 1.14771 0.31667 -2.25543 0.007
H -0.93256 1.83851 -5.96076 -0.001
H -3.49546 3.68655 -2.29667 0.003
H -3.35030 3.30902 0.15570 -0.001
H -1.59058 1.79384 1.05291 0.003
N -0.36554 -4.41581 -0.75883 0.001
C 0.92776 -4.61903 -0.04683 0.000
P 1.67345 -2.94727 0.27887 0.003
O 2.04498 -2.84882 1.71131 0.001
O 0.74859 -2.02122 -0.46966 0.026
C 3.30447 -2.96012 -0.60786 0.001
N 4.21297 -2.13557 0.23931 0.001
H -0.78512 -5.28122 -1.08287 0.000
H -0.20927 -3.78058 -1.54336 0.000
H -1.07244 -3.86505 -0.11425 0.000
H 1.57490 -5.25540 -0.64924 0.000
H 0.73385 -5.10027 0.90935 0.000
H 3.19229 -2.46193 -1.57282 0.000
H 3.69787 -3.96732 -0.74052 0.000
H 3.88523 -1.05534 -0.02011 0.002
H 5.19594 -2.30914 0.07893 0.000
H 3.95050 -2.29003 1.21692 0.000
C -4.08098 -1.51429 2.35154 0.000
C -3.99662 -1.39796 0.83665 0.001
S -2.28823 -1.63505 0.32549 0.004
O -2.03823 -3.10245 0.68177 0.000
C -2.50202 -1.65441 -1.47282 0.001
C -3.37491 -0.53385 -2.02150 0.000
H -5.11697 -1.41761 2.67488 0.000
H -3.49300 -0.73491 2.83781 0.000
H -3.70594 -2.48211 2.68264 0.000
H -4.28336 -0.40095 0.49742 0.000
H -4.60422 -2.14833 0.32637 0.000
H -2.91265 -2.64066 -1.70507 0.000
H -1.47985 -1.58119 -1.85356 0.001
H -4.43324 -0.76926 -1.91582 0.000
H -3.16224 -0.37915 -3.07922 0.000
H -3.18240 0.40972 -1.51336 0.000
```

Values from the calculation:
<S²>: 3.773
frontier orbital gap (alpha / beta): 0.204 / 0.250 Ha
2S+1: 4

=====

Record 3
Molecular formula: C14H15N3O4S
Method: DFT, ωB97M-V with the def2-TZVPD basis set

Structure (XYZ):
```
37
Properties=species:S:1:pos:R:3:mulliken_charge:R:1
C 6.72878 0.68339 0.57863 -0.829
H 7.71111 0.36203 0.92105 0.237
O 5.90454 -0.45398 0.66521 -0.452
C 4.59935 -0.34411 0.30663 0.945
C 3.99164 0.81738 -0.15848 -0.565
C 2.65097 0.81224 -0.49851 -0.805
C 1.87978 -0.34120 -0.38146 0.358
C 2.50064 -1.50328 0.09238 -0.436
C 3.83222 -1.50779 0.42666 -0.630
H 4.31566 -2.40155 0.78807 0.412
H 1.90907 -2.39988 0.18585 0.428
C 0.45923 -0.35762 -0.71580 0.867
N -0.21596 -1.37319 -0.34107 -0.109
N -1.47560 -1.61917 -0.60075 -0.818
C -2.47659 -1.17748 0.03285 0.511
N -3.72474 -1.67444 -0.28157 -0.054
C -4.97046 -1.33834 0.16260 0.428
O -5.95044 -1.85362 -0.32301 -0.649
C -5.05349 -0.35378 1.31331 -0.630
C -4.00515 0.74320 1.28406 -0.069
C -4.02243 1.64076 0.06539 0.404
O -3.77419 2.81446 0.09513 -0.579
O -4.29903 0.98292 -1.06464 -0.418
H -4.29412 1.59013 -1.82177 0.353
H -4.06924 1.37906 2.17018 0.395
S -2.32458 0.01428 1.36534 -0.130
H -6.05687 0.07752 1.30297 0.293
H -4.94170 -0.92362 2.24082 0.308
H -3.71373 -2.34209 -1.04605 0.269
C -0.14484 0.79511 -1.47014 -1.662
H 0.49561 1.09322 -2.29677 0.464
H -0.27933 1.64672 -0.80306 0.373
H -1.11875 0.50741 -1.86382 0.422
H 2.20748 1.73329 -0.84350 0.321
H 4.55083 1.73449 -0.25894 0.379
H 6.80631 1.04645 -0.45127 0.335
H 6.36803 1.49110 1.22347 0.336
```

Values from the calculation:
structure (SMILES): COc1ccc(/C(C)=N/N=C2/NC(=O)C[C@H](C(=O)O)S2)cc1
frontier orbital gap: 0.315 Ha
2S+1: 1

=====

Record 4
Molecular formula: C5H3N
Method: DFT, ωB97M-V with the def2-TZVPD basis set

Structure (XYZ):
```
9
Properties=species:S:1:pos:R:3:mulliken_charge:R:1
C 0.44597 0.72293 -1.96924 -1.233
C 0.17881 0.13177 -0.71564 0.461
C 0.59761 -1.26930 2.29106 -0.185
C -0.71552 -0.23457 0.35591 -0.220
C 1.43102 -0.02718 -1.22627 0.144
N -0.01098 -0.83569 1.40216 0.020
H -1.02867 0.70369 0.63095 0.244
H -1.47114 -1.01989 0.18262 0.310
H 2.31500 -0.45363 -0.95593 0.460
```

Values from the calculation:
frontier orbital gap: 0.365 Ha
2S+1: 1

=====

Record 5
Molecular formula: C22H30N4S4SbSe4Tc
Method: DFT, ωB97M-V with the def2-TZVPD basis set

Structure (XYZ):
```
66
Properties=species:S:1:pos:R:3:mulliken_charge:R:1
Tc -3.54224 0.26182 -1.09931 -0.095
C -4.94344 1.59619 0.29900 -0.870
C -4.08672 2.41022 -0.39841 -0.500
C -4.29220 2.26694 -1.84468 -0.314
C -5.30986 1.25317 -1.91018 -1.138
C -5.75759 0.90010 -0.61054 0.020
H -5.03275 1.51555 1.32023 0.875
H -3.45316 3.13734 0.01705 0.588
H -3.93283 2.86433 -2.68333 0.531
H -5.75966 0.99606 -2.82753 0.650
H -6.67323 0.34691 -0.29664 0.485
Se -2.51816 -5.82304 -1.30193 -0.253
Sb -2.95451 -3.62985 -0.83474 0.732
Se -4.21852 -1.91053 -1.96296 0.002
Se -2.32174 -0.61309 0.79571 1.075
Se -2.20430 -2.69556 1.47974 -0.126
S 1.33864 -1.88142 5.89942 -0.192
C 0.32889 -1.15806 4.85033 0.117
S -1.43761 -0.93214 4.95428 -0.008
C -1.35255 0.01498 3.43930 -0.123
N -0.21055 0.12307 2.88950 -0.127
N 0.69742 -0.62095 3.58688 0.441
C 2.02010 -0.70072 3.11142 -0.444
C 2.41596 -1.92765 2.60379 0.080
C 3.72462 -2.00056 2.14481 -0.678
C 4.59076 -0.90342 2.18576 -0.487
C 4.18416 0.31506 2.70406 -0.719
C 2.84553 0.40636 3.21767 -0.198
S -2.91069 0.50481 2.73476 -0.321
H 1.62505 -2.73540 2.61232 0.426
H 4.08866 -2.96377 1.67506 0.383
H 5.58160 -0.99702 1.69602 0.395
H 4.86401 1.23597 2.81641 0.348
H 2.45259 1.26335 3.56409 0.756
C 2.07074 2.76938 -1.83132 -0.737
C 1.35285 4.06047 -1.40743 -0.538
C 0.69123 3.99633 -0.02357 -1.176
C -0.46069 3.03391 0.19582 -0.528
N -0.01767 1.61581 0.20617 0.424
C -0.21943 0.66191 -0.69501 0.245
S -1.45862 1.00101 -1.90789 -0.321
N 0.48433 -0.47136 -0.67492 0.523
C 0.45805 -1.63449 -1.59677 -0.740
C 1.87548 -1.92863 -2.15241 -0.362
C 1.81690 -3.08638 -3.15261 -0.676
C 1.54142 -4.47078 -2.52207 -1.036
H 2.77795 2.83651 -2.65293 0.477
H 1.30947 1.98970 -2.18662 0.014
H 2.61345 2.29421 -1.03555 0.235
H 0.62195 4.24502 -2.16972 0.348
H 2.03420 4.95697 -1.43004 0.319
H 0.28368 4.92238 0.26137 0.486
H 1.48250 3.84660 0.70557 0.413
H -1.18551 3.15050 -0.62399 0.268
H -1.02082 3.20974 1.14643 0.394
H 0.69242 1.44241 0.91078 0.002
H 1.34183 -0.44531 -0.15720 0.010
H -0.29465 -1.46746 -2.36560 0.470
H 0.03931 -2.49464 -1.03123 -0.012
H 2.52493 -2.14627 -1.26897 0.326
H 2.28009 -1.00522 -2.61772 0.335
H 2.76729 -3.13102 -3.73540 0.360
H 1.07708 -3.06239 -3.95088 0.318
H 2.26501 -4.77246 -1.68556 0.250
H 1.89570 -5.20773 -3.18273 0.463
H 0.51387 -4.62781 -2.19538 0.129
```

Values from the calculation:
charge: +2
frontier orbital gap (alpha / beta): 0.182 / 0.182 Ha
2S+1: 1

=====

Record 6
Molecular formula: CH3N3O2Si
Method: DFT, ωB97M-V with the def2-TZVPD basis set

Structure (XYZ):
```
10
Properties=species:S:1:pos:R:3:mulliken_charge:R:1
C 2.99266 -0.88185 0.63767 0.102
N 2.98043 -0.19162 1.53152 -0.334
N -1.70408 -0.25533 1.25410 -0.529
N -0.16987 -0.00575 -2.16106 0.404
O -0.85791 -0.89925 -2.54814 -0.270
O -0.66000 0.82341 -1.13340 -0.176
Si -1.44704 1.02154 0.31315 0.357
H 2.95705 -1.64359 -0.21550 0.235
H -2.40565 -0.48949 1.99263 0.234
H -1.68558 2.52192 0.32903 -0.021
```

Values from the calculation:
structure (SMILES): [H]/N=[SiH]/ON=O.C#N
frontier orbital gap: 0.331 Ha
2S+1: 1